No. 1
The ion C3H4ClN2O2S with charge +1 at a distorted geometry, computed with ωB97M-V/def2-TZVPD.

frontier orbital gap (spin up / spin down) = 7.2590 / 7.2602 eV
total charge = +1
multiplicity = 1
molar mass = 167.60 g/mol
HOMO energy (spin up / spin down) = -14.164 / -14.165 eV
energy relative to the best compared isomer or geometry (same formula, charge and spin) = 2.2345 eV
lowest unoccupied orbital energy (spin up / spin down) = -0.254 / -0.254 hartree
strongest force on any atom = 4.3 eV/Å

Last column: natural (NBO) charge in e.
Atoms and positions in Å:
C (-0.982, -1.099, -0.579)  -0.13
C (0.127, 0.983, 0.113)  0.53
C (-1.716, -1.996, 0.126)  -0.08
N (-0.615, 0.067, -0.040)  -0.24
N (0.337, 2.199, 0.279)  -0.74
O (1.903, -0.117, -1.084)  -0.82
O (2.804, 1.106, 0.913)  -0.82
S (2.055, 0.031, 0.356)  1.67
Cl (-2.246, -3.484, -0.449)  0.19
H (-0.508, -1.278, -1.681)  0.28
H (-1.996, -1.832, 1.138)  0.24
H (-0.326, 2.944, 0.065)  0.46
H (1.163, 2.475, 0.841)  0.46

Forces on the atoms, in the same order (eV/Å):
C 1.5092 -1.1392 -3.5275
C -3.3282 -2.1101 -0.2740
C 0.2340 -0.1376 -0.5908
N -0.5331 0.3542 0.7821
N 1.4982 3.8703 1.2159
O 0.8030 0.2906 0.9612
O 0.2613 0.5620 -0.1088
S 1.5201 -2.0738 -0.9052
Cl 0.2845 0.3218 -0.1785
H -1.5762 0.1390 2.7743
H -0.2189 0.4545 0.6714
H 0.0241 -0.4672 -0.1798
H -0.4780 -0.0645 -0.6405

No. 2
A structure of composition C3H4ClN3O at a distorted geometry, computed with ωB97M-V/def2-TZVPD.

frontier orbital gap = 9.4994 eV
multiplicity = 1
molar mass = 133.54 g/mol
HOMO energy = -8.944 eV
energy relative to the best compared isomer or geometry (same formula, charge and spin) = 5.1645 eV
lowest unoccupied orbital energy = 0.020 hartree
strongest force on any atom = 5.7 eV/Å

Last column: natural (NBO) charge in e.
Atoms and positions in Å:
C (-1.587, -1.001, 0.271)  -0.41
C (0.422, 0.441, -0.118)  0.18
C (1.633, -0.071, 0.082)  0.10
H (-1.431, -1.037, 1.266)  0.19
H (-2.703, -1.190, 0.136)  0.22
H (-1.232, -1.966, -0.136)  0.20
H (-1.456, 1.200, -0.854)  0.44
N (-0.946, 0.101, -0.452)  -0.64
N (0.515, 1.881, -0.201)  -0.23
N (1.773, 2.116, -0.049)  0.14
O (2.542, 1.102, 0.256)  -0.25
Cl (2.471, -1.575, -0.201)  0.06

Forces on the atoms, in the same order (eV/Å):
C -1.7912 -1.3152 -3.9230
C -4.0286 1.6621 -1.3096
C 2.3951 0.2057 0.2445
H 0.7589 0.4159 3.5022
H 1.2472 1.2459 -0.1989
H 0.3422 0.4007 0.0696
H 1.7227 -4.9358 2.2519
N 0.3490 3.3276 -0.9564
N 4.2774 -2.2799 0.6073
N -1.6126 3.1705 0.4006
O -2.6729 -3.0683 -1.2613
Cl -0.9874 1.1708 0.5731

No. 3
A cluster of 2 separate species, C3H4ClNO in total at a distorted geometry, computed with ωB97M-V/def2-TZVPD.

frontier orbital gap = 11.8561 eV
multiplicity = 1
molar mass = 105.52 g/mol
HOMO energy = -11.037 eV
SMILES = CC(=O)Cl.C#N
energy relative to the best compared isomer or geometry (same formula, charge and spin) = 0.8164 eV
lowest unoccupied orbital energy = 0.030 hartree
strongest force on any atom = 3.3 eV/Å

Last column: natural (NBO) charge in e.
Atoms and positions in Å:
C (-1.956, -1.848, -0.528)  0.09
C (1.214, 1.203, -0.132)  -0.74
C (0.208, 0.439, 0.644)  0.62
N (-0.960, -2.271, -0.970)  -0.33
O (-0.948, 0.498, 0.522)  -0.50
Cl (0.967, -0.773, 1.810)  -0.14
H (1.770, 0.530, -0.838)  0.27
H (1.975, 1.671, 0.466)  0.25
H (-2.825, -1.371, -0.155)  0.24
H (0.557, 1.923, -0.819)  0.25

Forces on the atoms, in the same order (eV/Å):
C 2.8406 -1.0640 -1.3762
C -1.0309 0.7191 -2.8023
C 1.6615 -0.7997 0.3589
N -2.5613 0.8774 1.0922
O -1.4509 0.1307 0.2534
Cl -0.3069 0.5731 -0.4028
H -0.6398 0.2964 0.7083
H 0.0103 0.4456 0.3425
H -0.2928 0.0206 0.1827
H 1.7705 -1.1993 1.6432

No. 4
An isolated molecule of C3H4ClNO2 at a distorted geometry, computed with ωB97M-V/def2-TZVPD.

frontier orbital gap = 10.4313 eV
multiplicity = 1
molar mass = 121.52 g/mol
HOMO energy = -10.137 eV
SMILES = CC(=O)N(Cl)C=O
energy relative to the best compared isomer or geometry (same formula, charge and spin) = 2.1393 eV
lowest unoccupied orbital energy = 0.011 hartree
strongest force on any atom = 5.9 eV/Å

Last column: natural (NBO) charge in e.
Atoms and positions in Å:
C (0.758, -1.596, 0.191)  0.58
C (0.150, 0.952, 0.048)  0.65
C (-1.297, 0.512, -0.185)  -0.74
N (1.032, -0.046, -0.154)  -0.53
O (1.630, -2.318, 0.412)  -0.45
O (0.436, 2.046, 0.448)  -0.56
Cl (2.717, 0.372, -0.152)  0.16
H (-0.350, -1.462, 0.426)  0.17
H (-1.637, 1.307, -0.907)  0.26
H (-1.419, -0.428, -0.710)  0.21
H (-2.019, 0.661, 0.584)  0.25

Forces on the atoms, in the same order (eV/Å):
C -2.0025 5.5575 0.5963
C -1.7975 -0.2374 1.4891
C -0.0163 1.7323 -2.2733
N 2.4633 -3.2967 -0.4322
O 0.7236 -1.4613 -0.2308
O 0.1385 0.6856 -0.3434
Cl -0.9015 -0.2054 0.0626
H 1.1803 -1.6928 -0.4201
H 0.2596 -0.7894 0.2944
H -0.0756 -0.1039 0.0688
H 0.0283 -0.1885 1.1885

No. 5
A structure of composition C3H4ClNOS at a distorted geometry, computed with ωB97M-V/def2-TZVPD.

frontier orbital gap = 8.9295 eV
multiplicity = 1
molar mass = 137.59 g/mol
HOMO energy = -8.516 eV
energy relative to the best compared isomer or geometry (same formula, charge and spin) = 4.8688 eV
lowest unoccupied orbital energy = 0.015 hartree
strongest force on any atom = 6.9 eV/Å

Last column: natural (NBO) charge in e.
Atoms and positions in Å:
C (-0.943, 0.646, 0.506)  -0.25
C (0.562, -1.309, 0.216)  -0.45
C (1.116, -1.720, -0.843)  -0.18
H (-0.656, 3.895, 0.001)  0.50
H (-1.686, -0.393, 0.939)  0.25
H (0.051, -1.989, 0.988)  0.24
H (1.757, -0.969, -1.397)  0.23
N (-1.485, 1.913, 0.283)  -0.14
O (-0.434, 2.899, 0.365)  -0.62
S (0.664, 0.355, 0.466)  0.42
Cl (1.053, -3.329, -1.524)  0.00

Forces on the atoms, in the same order (eV/Å):
C -6.2389 2.9470 0.5354
C -2.4185 -2.1056 4.2343
C 2.9109 -0.9216 -4.4250
H -0.2722 -4.2604 1.0572
H 1.9199 3.8518 -1.9735
H 0.5975 1.1022 -1.3996
H -1.0073 -1.2988 0.0806
N 1.2836 -3.3762 1.5259
O 0.0021 1.7453 -1.2556
S 3.0523 1.7974 1.1295
Cl 0.1706 0.5190 0.4907

No. 6
An isolated molecule of C3H4ClNOS at a distorted geometry, computed with ωB97M-V/def2-TZVPD.

frontier orbital gap = 9.3720 eV
multiplicity = 1
molar mass = 137.59 g/mol
HOMO energy = -8.570 eV
SMILES = O/N=C\S/C=C/Cl
energy relative to the best compared isomer or geometry (same formula, charge and spin) = 3.0828 eV
lowest unoccupied orbital energy = 0.029 hartree
strongest force on any atom = 3.8 eV/Å

Last column: natural (NBO) charge in e.
Atoms and positions in Å:
C (-1.233, 0.584, -0.091)  -0.14
C (1.343, 0.048, -0.157)  -0.41
C (2.462, -0.649, 0.169)  -0.29
H (-4.049, -0.286, -0.104)  0.49
H (-0.655, 1.494, -0.038)  0.21
H (1.443, 1.261, -0.371)  0.24
H (2.512, -1.740, 0.504)  0.24
N (-2.471, 0.652, 0.105)  -0.15
O (-3.105, -0.632, 0.209)  -0.58
S (-0.201, -0.777, -0.259)  0.35
Cl (3.953, 0.044, 0.033)  0.05

Forces on the atoms, in the same order (eV/Å):
C 0.5176 0.4158 0.6530
C 1.5108 1.8083 0.1464
C -2.7477 -1.3067 0.0731
H 2.7763 -1.6780 1.2085
H -0.3763 0.4951 -0.2122
H -0.3677 -3.4807 0.3603
H -0.5128 1.6923 -0.6483
N -0.6324 -0.4322 0.1231
O -2.5590 2.3040 -1.5679
S 0.2510 -0.7951 -0.1265
Cl 2.1402 0.9771 -0.0094

No. 7
A structure of composition C3H4ClO4S at a distorted geometry, computed with ωB97M-V/def2-TZVPD.

frontier orbital gap (spin up / spin down) = 7.8300 / 7.9272 eV
total charge = -1
multiplicity = 1
molar mass = 171.58 g/mol
HOMO energy (spin up / spin down) = -5.129 / -5.037 eV
energy relative to the best compared isomer or geometry (same formula, charge and spin) = 4.3614 eV
lowest unoccupied orbital energy (spin up / spin down) = 0.099 / 0.106 hartree
strongest force on any atom = 4.1 eV/Å

Last column: natural (NBO) charge in e.
Atoms and positions in Å:
C (0.100, 0.083, -1.959)  0.76
C (0.094, -1.309, 1.214)  -0.87
C (-0.509, 0.944, -0.700)  -0.45
O (0.197, 0.640, -3.048)  -0.70
O (0.093, -1.064, -1.576)  -0.71
O (-0.182, 1.099, 1.971)  -0.99
O (1.817, 0.668, 0.559)  -0.95
S (0.406, 0.444, 0.821)  2.09
Cl (-2.048, 0.488, -0.497)  0.06
H (1.015, -1.745, 0.838)  0.24
H (0.070, -1.665, 2.285)  0.23
H (-0.800, -1.633, 0.589)  0.26
H (-0.253, 3.048, -0.495)  0.02

Forces on the atoms, in the same order (eV/Å):
C -1.3229 2.6911 -1.2175
C -0.1365 -1.0697 -0.9802
C 3.9718 0.8362 0.2681
O 0.5154 -0.0666 0.3663
O 0.8051 -2.1025 0.5218
O -0.1569 0.6537 -0.0303
O -0.6640 -0.3790 -0.0160
S 0.5050 0.5597 1.3734
Cl -3.9614 -0.1185 0.3561
H -0.2099 -0.4581 -0.5494
H -0.4476 1.4369 -0.8977
H 1.3266 0.1994 1.0060
H -0.2247 -2.1827 -0.2004

No. 8
The ion C3H4ClO5S with charge -1 at a distorted geometry, computed with ωB97M-V/def2-TZVPD.

frontier orbital gap = 8.8222 eV
total charge = -1
multiplicity = 1
molar mass = 187.58 g/mol
HOMO energy = -5.510 eV
SMILES = O=S(=O)([O-])[C@]1(O)OC[C@H]1Cl
energy relative to the best compared isomer or geometry (same formula, charge and spin) = 0.0387 eV
lowest unoccupied orbital energy = 0.122 hartree
strongest force on any atom = 3.5 eV/Å

Last column: natural (NBO) charge in e.
Atoms and positions in Å:
C (-0.118, -1.091, 0.236)  -0.10
C (-0.085, 0.247, 0.972)  -0.31
C (0.861, 0.605, -0.515)  0.30
O (0.627, 2.455, -2.237)  -1.03
O (-0.827, 0.497, -2.591)  -0.99
O (-1.332, 2.086, -0.819)  -1.02
O (0.915, -0.797, -0.699)  -0.53
O (1.995, 1.295, -0.526)  -0.71
S (-0.309, 1.471, -1.652)  2.33
Cl (0.799, 0.251, 2.465)  -0.06
H (0.134, -1.978, 0.825)  0.18
H (-1.075, -1.228, -0.279)  0.19
H (-0.993, 0.831, 1.042)  0.25
H (1.779, 1.993, -1.232)  0.51

Forces on the atoms, in the same order (eV/Å):
C -0.3061 -0.1144 0.2900
C 1.2002 0.3938 -3.0240
C -2.2173 -0.3974 2.6598
O -0.0668 0.0677 -0.1610
O 0.1558 -0.0868 -0.0018
O 0.1365 0.0141 0.0170
O 0.5657 0.0940 -0.1963
O 0.3432 -0.1417 -0.0888
S -0.7146 0.2775 -0.4357
Cl 0.4280 0.0531 0.5471
H -0.0221 0.1037 -0.0516
H 0.0466 -0.0382 0.0362
H 0.0214 -0.0901 0.1057
H 0.4294 -0.1354 0.3035

Energy
In order: -1234.7044 -816.2495 -706.8717 -782.0764 -1104.9051 -1104.9708 -1275.9511 -1351.3429
Unit: hartree